(1)
H5NOSi | ωB97M-V/def2-TZVPD

max |F|: 0.18354 Eh/bohr
HOMO-LUMO gap: 7.447 eV
DFT total energy: -422.28461 a.u.

Element x y z (Å)
N 0.5518 1.2249 1.8802
O -0.7276 0.5736 1.4981
Si 0.6587 -0.8808 -1.0097
H 1.1380 0.5774 2.4223
H 0.1669 2.0720 2.3245
H 1.6686 -0.0782 -1.7667
H -0.5274 0.0674 0.8460
H 1.4638 -1.7527 -0.0126

Forces on atoms 1 to 6 (eV/Å):
-1.337 -0.035 -1.389
-0.824 5.359 7.725
-0.667 -0.262 0.282
-0.973 0.632 0.402
0.972 -0.961 0.227
0.625 -0.248 0.158

***

(2)
C45H47MnN5O7S | ωB97M-V/def2-TZVPD

max |F|: 0.00437 Eh/bohr
2S+1: 6
HOMO-LUMO gap (alpha / beta): 6.436 / 6.473 eV
DFT total energy: -4092.71485 a.u.

Element x y z (Å)
Mn 0.5773 -0.8103 0.2720
O 4.0442 -5.9183 0.4172
C 3.3296 -4.9530 0.3535
C 3.3744 -3.8620 -0.7168
O 4.1305 -3.8155 -1.6605
C 2.3397 -2.8891 -0.3254
C 1.6477 -3.3492 0.8079
O 0.6897 -2.6538 1.3411
C 2.2451 -4.5581 1.3458
O 1.9842 -5.1147 2.4004
O 2.0739 -1.7634 -0.8756
O -1.6188 -1.1883 0.6761
S -2.0508 -2.5803 1.0801
C -3.8571 -2.4419 1.0156
C -4.2728 -2.1294 -0.3918
C -4.1396 -3.0813 -1.3985
C -4.5010 -2.7797 -2.7028
C -5.0018 -1.5224 -3.0131
C -5.1274 -0.5648 -2.0163
C -4.7566 -0.8661 -0.7139
C -1.8792 -2.6818 2.9065
C -1.9243 -1.3179 3.5164
C -0.7726 -0.5341 3.4953
C -0.7979 0.7679 3.9690
C -1.9763 1.3017 4.4770
C -3.1235 0.5219 4.5183
C -3.0968 -0.7810 4.0382
H -4.1638 -1.6562 1.7066
H -4.2426 -3.4064 1.3546
H -3.7486 -4.0639 -1.1602
H -4.3980 -3.5295 -3.4763
H -5.2982 -1.2931 -4.0289
H -5.5161 0.4181 -2.2525
H -4.8457 -0.1175 0.0655
H -0.9119 -3.1625 3.0415
H -2.6763 -3.3380 3.2578
H 0.1417 -0.9596 3.0992
H 0.1074 1.3626 3.9433
H -1.9970 2.3161 4.8553
H -4.0393 0.9245 4.9320
H -3.9934 -1.3891 4.0861
C 0.7388 3.5408 -6.8680
C 0.2994 2.5406 -5.8354
C -1.0417 2.4081 -5.4906
C -1.4551 1.4884 -4.5403
C -2.9211 1.3998 -4.1972
C -0.4914 0.6886 -3.8986
C -0.9491 -0.2196 -2.8301
O -0.2680 -0.5383 -1.8813
C 0.8677 0.7824 -4.2494
C 1.9542 -0.0966 -3.6853
C 1.2279 1.7162 -5.2154
H -0.1072 4.0994 -7.2657
H 1.2393 3.0429 -7.6997
H 1.4482 4.2525 -6.4423
H -1.7804 3.0394 -5.9720
H -3.4805 2.1545 -4.7486
H -3.1022 1.5554 -3.1322
H -3.3365 0.4232 -4.4504
H -1.9791 -0.6077 -2.9070
H 1.6012 -0.9536 -3.1216
H 2.5932 0.4772 -3.0102
H 2.5910 -0.4467 -4.4984
H 2.2726 1.7855 -5.5014
N 8.5499 -3.6699 6.8375
C 7.7464 -3.1258 6.2227
C 6.7366 -2.4360 5.4659
C 5.5864 -3.1064 5.0575
C 4.6073 -2.4333 4.3504
C 4.7929 -1.0926 4.0329
C 5.9451 -0.4228 4.4220
C 6.9128 -1.0922 5.1472
N 3.7986 -0.4062 3.2890
C 3.4771 0.9365 3.3380
C 2.4615 1.1055 2.4504
N 2.1525 -0.0984 1.8585
C 2.9724 -0.9762 2.3815
H 5.4543 -4.1514 5.3004
H 3.7052 -2.9544 4.0563
H 6.0953 0.6104 4.1409
H 7.8140 -0.5812 5.4560
H 3.9662 1.6189 4.0091
H 1.9162 2.0031 2.2126
H 3.0186 -2.0212 2.1271
C -1.4634 4.2711 -2.5214
C -0.8311 4.4591 -1.1479
N -0.9847 3.3090 -0.2638
C -2.2520 3.1560 0.4450
C -3.2116 2.1535 -0.1958
C -0.0792 2.2979 -0.2322
C 1.1672 2.4274 -1.0620
N -0.2306 1.2177 0.4536
H -1.2842 5.1513 -3.1410
H -2.5423 4.1304 -2.4443
H -1.0440 3.4036 -3.0352
H -1.2783 5.3181 -0.6440
H 0.2279 4.6855 -1.2522
H -2.7137 4.1425 0.4878
H -2.0480 2.8689 1.4809
H -3.5295 2.4924 -1.1823
H -4.1002 2.0432 0.4279
H -2.7528 1.1681 -0.3030
H 1.7802 3.2614 -0.7160
H 0.9347 2.5891 -2.1155
H 1.7448 1.5109 -0.9702
H -1.0976 1.1636 0.9780

Forces on atoms 1 to 6 (eV/Å):
0.025 -0.013 0.031
0.002 -0.003 0.000
0.001 0.000 0.000
-0.011 0.008 0.013
0.008 0.002 -0.013
0.015 -0.035 0.019

***

(3)
C68H160N8O14 | ωB97M-V/def2-TZVPD

max |F|: 0.08951 Eh/bohr
HOMO-LUMO gap: 8.323 eV
DFT total energy: -4177.63224 a.u.

Element x y z (Å)
C -2.9052 -16.5376 4.6582
C -3.9257 -15.4643 5.1655
C -3.1528 -14.5043 6.1185
C -2.2356 -13.4564 5.4394
C -3.0526 -12.7519 4.3001
C -3.6652 -13.7365 3.2889
N -4.5101 -14.6691 4.0422
O -5.4201 -15.4565 3.2764
C -4.6885 -12.9160 2.4826
C -2.5892 -14.3394 2.4152
C -4.9762 -16.0851 6.1660
H -3.4695 -17.1341 3.9413
H -2.5918 -17.1545 5.5005
H -2.0533 -16.0469 4.1876
H -3.8445 -13.9906 6.7862
H -2.4110 -14.9918 6.7511
H -1.3756 -14.0485 5.1267
H -1.9430 -12.6920 6.1593
H -2.4127 -12.0556 3.7581
H -3.8267 -12.0817 4.6739
H -4.1348 -12.1142 1.9942
H -5.1796 -13.4393 1.6621
H -5.5234 -12.5342 3.0703
H -1.6712 -14.4695 2.9883
H -2.8707 -15.2145 1.8296
H -2.4274 -13.6940 1.5519
H -5.7907 -15.3923 6.3772
H -4.5911 -16.2987 7.1631
H -5.4490 -16.9903 5.7851
H -6.2828 -15.0670 3.4364
C 9.3374 13.5306 0.9097
C 7.8734 13.1258 0.5826
C 8.0067 12.8750 -0.9610
C 6.8170 12.1651 -1.5752
C 6.5955 10.8220 -0.8662
C 6.4109 11.0296 0.7169
N 7.5590 11.8414 1.2329
O 7.6400 11.8819 2.5967
C 5.0239 11.5894 1.0389
C 6.4446 9.5719 1.2740
C 6.8854 14.3203 0.8566
H 9.6493 14.3133 0.2182
H 10.1078 12.7640 0.8258
H 9.4647 13.9773 1.8958
H 8.3293 13.6811 -1.6199
H 8.8116 12.1469 -1.0613
H 7.0572 11.9631 -2.6190
H 5.8731 12.7061 -1.5067
H 7.4263 10.1371 -1.0364
H 5.8600 10.1073 -1.2355
H 4.9492 11.7432 2.1154
H 4.9347 12.5692 0.5698
H 4.1918 10.9591 0.7253
H 5.5266 9.0090 1.1050
H 7.2533 8.9308 0.9232
H 6.4695 9.5676 2.3637
H 6.0159 14.3124 0.1993
H 7.4160 15.2716 0.8161
H 6.4910 14.4875 1.8589
H 8.4879 11.4391 2.6780
C 7.4096 1.9471 9.8758
C 6.4608 0.7245 9.5329
C 5.3000 1.2478 8.5893
C 5.7300 1.6327 7.1884
C 6.4242 0.4055 6.5023
C 7.5822 -0.1780 7.3403
N 7.1438 -0.3306 8.7657
O 8.0588 -1.1587 9.5418
C 7.9222 -1.5610 6.6604
C 8.8498 0.7021 7.2787
C 5.8142 0.1182 10.8253
H 8.3514 1.5933 10.2952
H 6.9732 2.5174 10.6958
H 7.6326 2.6092 9.0391
H 4.5763 0.4337 8.5504
H 4.9574 2.0729 9.2138
H 6.4356 2.4630 7.1577
H 4.8115 1.8665 6.6501
H 6.8118 0.8641 5.5926
H 5.7405 -0.4187 6.2989
H 8.8074 -1.9903 7.1298
H 7.0958 -2.2509 6.8312
H 8.0767 -1.5063 5.5828
H 8.5846 1.7578 7.3351
H 9.6980 0.4951 7.9312
H 9.1976 0.7219 6.2459
H 6.4348 -0.5823 11.3840
H 4.8738 -0.4285 10.7557
H 5.7163 0.8700 11.6084
H 7.6490 -2.0264 9.5132
C -6.2304 -8.1071 -6.7341
C -4.7429 -8.4518 -6.3891
C -4.5731 -9.9939 -6.3878
C -3.0973 -10.3686 -6.2891
C -2.3754 -9.7430 -7.4536
C -2.4781 -8.2569 -7.7337
N -3.9207 -7.8478 -7.4932
O -4.1041 -6.4764 -7.7568
C -1.5095 -7.4139 -6.8550
C -2.1578 -7.9973 -9.1951
C -4.4897 -7.8941 -5.0054
H -6.9353 -8.4597 -5.9813
H -6.5937 -8.6283 -7.6198
H -6.3852 -7.0407 -6.8983
H -5.2032 -10.4633 -5.6324
H -4.9920 -10.3786 -7.3177
H -2.8351 -11.4217 -6.1884
H -2.5450 -10.0611 -5.4012
H -2.6787 -10.2248 -8.3831
H -1.2954 -9.8610 -7.3660
H -0.5018 -7.7363 -7.1170
H -1.6846 -6.3487 -7.0061
H -1.6208 -7.6407 -5.7947
H -2.1018 -6.9458 -9.4768
H -1.1525 -8.3841 -9.3616
H -2.8958 -8.5149 -9.8079
H -5.2758 -8.1516 -4.2956
H -4.3993 -6.8152 -5.1312
H -3.5071 -8.1430 -4.6044
H -3.5992 -6.0439 -7.0643
C 2.6525 8.3108 -9.3754
C 1.1641 7.7543 -9.4106
C 0.7579 7.7146 -7.8895
C -0.8028 7.7570 -7.6501
C -1.4630 8.8174 -8.5275
C -1.0969 8.6979 -10.0412
N 0.3873 8.7025 -10.2233
O 0.7590 8.8391 -11.5178
C -1.8019 7.4864 -10.5342
C -1.7408 9.9825 -10.6965
C 1.2439 6.3388 -10.0584
H 3.1203 8.3990 -10.3560
H 3.2830 7.7350 -8.6978
H 2.6358 9.3441 -9.0289
H 1.1956 6.8270 -7.4327
H 1.1397 8.6571 -7.4970
H -1.0000 7.8711 -6.5842
H -1.1590 6.7540 -7.8849
H -1.0766 9.7624 -8.1457
H -2.5507 8.8131 -8.4563
H -1.6995 6.5658 -9.9596
H -2.8843 7.5890 -10.6108
H -1.4929 7.2636 -11.5554
H -1.2634 10.9078 -10.3738
H -1.5766 10.0990 -11.7678
H -2.8257 10.0419 -10.6101
H 0.3024 5.9178 -10.4113
H 1.5481 5.5822 -9.3351
H 1.9572 6.3343 -10.8825
H 1.2181 9.6816 -11.4848
C -6.8381 5.4476 5.4400
C -6.8007 6.3644 4.2034
C -7.9176 7.3344 4.4791
C -7.9027 8.5444 3.5875
C -6.5263 9.1934 3.5727
C -5.3881 8.2071 3.1649
N -5.4857 6.9968 4.0589
O -4.4268 6.1299 3.9513
C -5.4836 7.9188 1.6151
C -4.0985 9.0161 3.4941
C -7.2023 5.5038 2.9535
H -6.1489 4.6219 5.2631
H -7.8278 5.1078 5.7450
H -6.3492 5.8788 6.3136
H -8.8015 6.8825 4.0289
H -8.0989 7.5753 5.5266
H -8.6774 9.2772 3.8133
H -8.1097 8.3389 2.5373
H -6.3444 9.6606 4.5406
H -6.6568 10.0226 2.8774
H -6.4769 8.0084 1.1754
H -4.8790 8.6298 1.0521
H -4.9735 7.0157 1.2798
H -4.0503 9.2766 4.5514
H -3.2408 8.3853 3.2606
H -4.1193 10.0270 3.0870
H -7.1432 6.1620 2.0867
H -8.2548 5.2230 2.9921
H -6.6098 4.6075 2.7698
H -4.5490 5.7655 3.0716
C 4.7180 -7.5857 -0.6109
O 5.4852 -6.9605 0.3478
H 4.4604 -6.7717 -1.2885
H 5.1964 -8.3752 -1.1904
H 3.7371 -7.9502 -0.3059
H 5.7586 -7.6117 0.9981
C 1.8842 -5.1618 6.2140
O 0.4425 -5.1192 6.3383
H 2.0173 -6.1841 6.5679
H 2.1809 -4.9635 5.1841
H 2.4806 -4.4296 6.7585
H 0.1128 -4.4164 5.7736
C -4.8667 -3.7992 9.5481
O -3.6500 -3.2996 10.0536
H -4.6450 -4.7272 9.0211
H -5.4798 -3.9965 10.4274
H -5.3133 -3.1106 8.8308
H -2.9288 -3.8174 9.6885
C -8.8726 -1.5477 -2.7511
O -9.6246 -0.9257 -1.6489
H -9.1274 -1.1692 -3.7411
H -7.7942 -1.3907 -2.7337
H -9.0417 -2.6191 -2.8592
H -9.7033 0.0214 -1.7845
C -9.2574 -4.1947 3.4312
O -8.2862 -3.6091 2.5612
H -8.8925 -4.8270 4.2406
H -9.7116 -3.4142 4.0416
H -10.0419 -4.7003 2.8681
H -8.8548 -3.0121 2.0694
C -1.7900 0.5322 -7.3902
O -3.0029 -0.0097 -7.0604
H -1.0541 -0.2719 -7.3841
H -1.7141 1.0842 -8.3270
H -1.5219 1.2379 -6.6040
H -3.5896 0.0237 -7.8196
C -1.2418 -2.5371 0.7914
C -0.9767 -1.1062 1.1418
C -1.6632 -0.0783 0.0687
O -1.4631 1.3232 0.4558
C -0.1638 1.7961 0.1433
N -1.5601 -0.8656 2.4951
H -0.5669 -3.2552 1.2572
H -1.1359 -2.7071 -0.2800
H -2.2618 -2.8024 1.0694
H 0.1023 -1.0191 1.2691
H -2.7394 -0.2499 0.0499
H -1.2487 -0.2669 -0.9216
H 0.7237 1.2287 0.4235
H 0.0202 2.8223 0.4612
H -0.0710 1.8670 -0.9405
H -1.5893 0.1361 2.6214
H -2.5250 -1.1640 2.4964
C 6.1991 -2.1320 -5.6084
C 6.8790 -1.8107 -4.3067
C 6.0792 -1.0327 -3.2672
O 5.5628 0.1909 -3.7730
C 6.4504 1.2893 -3.6751
N 7.6081 -2.8816 -3.6945
H 5.3134 -2.6858 -5.2971
H 6.7676 -2.8359 -6.2161
H 6.0710 -1.1795 -6.1226
H 7.6309 -1.1330 -4.7111
H 6.7515 -0.9439 -2.4139
H 5.2207 -1.5849 -2.8848
H 6.5789 1.3343 -2.5936
H 5.9747 2.1909 -4.0609
H 7.4406 1.1938 -4.1207
H 7.0682 -3.4357 -3.0453
H 8.3279 -2.5720 -3.0571

Forces on atoms 1 to 6 (eV/Å):
-1.371 0.490 0.283
1.114 0.029 1.136
0.742 1.342 -0.282
-2.077 0.026 -0.708
1.176 -0.420 0.196
-1.815 0.168 0.099

***

Q: Which formula does entry 1 have?
A: H5NOSi